Record 1
20
Properties=species:S:1:pos:R:3:forces:R:3:mulliken_charge:R:1 method="wB97M-V/def2-TZVPD" smiles=NCCCS.O.O relative_energy_ev=1.279 orbital_gap_ev=9.595
N -0.40498 -1.34826 -0.86992 -0.36 -0.55 1.95 -0.65
C -1.69750 -0.71106 -0.41903 -0.20 -0.01 -2.09 -0.85
C -1.55416 0.56466 0.41743 0.75 1.01 -2.33 -0.45
C -1.03437 0.26114 1.82305 -0.09 0.05 1.91 -0.46
S 0.36658 1.38848 2.28278 -0.15 -1.20 1.76 -0.22
H -0.59864 -2.05011 -1.57621 -0.11 0.15 -0.02 0.24
H 0.07011 -1.89072 -0.09755 -0.75 0.99 -0.96 0.22
H -2.27434 -0.58145 -1.38857 0.76 0.61 0.98 0.37
H -2.37865 -1.34896 0.08875 -0.26 -1.13 0.90 0.43
H -0.89922 1.32015 -0.24079 -0.99 -1.64 1.83 0.25
H -2.53100 1.08849 0.44992 0.41 -0.50 0.17 0.32
H -0.67983 -0.80574 2.06501 -0.38 1.47 -1.02 0.30
H -1.84313 0.42073 2.63369 1.12 -0.05 -1.46 0.31
H 0.47799 2.13928 1.24130 -0.18 0.59 -1.40 0.10
O 4.22453 -0.26922 -0.30175 -1.04 -0.97 -2.14 -0.64
H 3.60676 -0.42760 -1.08944 1.23 0.26 1.67 0.33
H 3.84080 0.52025 0.05418 -0.32 0.73 0.50 0.31
O 1.35751 0.60808 -1.46307 4.81 3.88 -1.52 -0.63
H 0.65391 0.09332 -1.26935 -3.93 -3.13 0.51 0.45
H 1.29762 1.02856 -2.34044 -0.31 -0.56 0.76 0.28

=====

Record 2
80
Properties=species:S:1:pos:R:3:forces:R:3:mulliken_charge:R:1 method="wB97M-V/def2-TZVPD" relative_energy_ev=0.000 orbital_gap_ev=9.095 charge=+2
Cd -0.37162 0.51490 0.74928 0.04 -0.01 0.03 1.79
C -3.50796 0.14207 1.05122 -0.03 0.01 0.00 -0.68
N -2.49577 -0.71608 0.43970 -0.05 0.03 -0.05 0.31
C -2.36759 -2.03851 1.03438 0.02 -0.02 -0.02 -0.97
C -1.43872 -1.97035 2.21450 0.00 -0.01 0.03 0.25
N -0.52542 -1.03923 2.37343 -0.08 0.01 -0.08 -0.08
C 0.14163 -1.34348 3.55977 0.05 0.04 -0.01 0.24
C 1.17690 -0.67851 4.21190 0.00 0.00 0.00 -0.71
C 1.62858 -1.22292 5.39567 0.00 -0.01 0.00 -0.69
C 1.06952 -2.39792 5.92530 0.00 0.00 0.00 -0.50
C 0.03840 -3.05996 5.29160 0.00 0.00 0.00 -1.02
C -0.41032 -2.50298 4.09972 -0.02 -0.01 0.00 0.81
N -1.42026 -2.86976 3.21611 0.02 0.00 0.00 -0.04
C -3.19766 1.57715 0.74255 0.01 0.02 -0.04 0.09
N -1.97498 2.05422 0.66691 -0.07 -0.06 0.01 -0.34
C -2.09759 3.40971 0.36889 0.04 0.01 0.01 0.57
C -1.12360 4.38596 0.17199 0.00 -0.02 0.00 -0.82
C -1.56100 5.66151 -0.11545 -0.01 0.01 0.00 -0.68
C -2.92971 5.96750 -0.20564 0.01 0.00 0.00 -0.49
C -3.90241 5.00892 -0.01170 0.01 -0.01 0.00 -1.07
C -3.45211 3.72516 0.27572 -0.03 -0.01 0.01 0.77
N -4.12196 2.52953 0.51628 0.01 0.01 0.02 0.03
H -4.52533 -0.10522 0.73172 0.00 0.02 -0.01 0.41
H -3.46412 0.00614 2.13597 -0.01 -0.01 0.00 0.39
H -2.61352 -0.76160 -0.56794 -0.01 -0.02 0.01 -0.14
H -3.32725 -2.47100 1.33728 0.00 0.00 0.01 0.41
H -1.93359 -2.70790 0.28852 0.00 -0.01 0.00 0.43
H 1.59637 0.23456 3.80995 0.00 0.00 0.00 0.43
H 2.42610 -0.73456 5.93877 0.00 0.00 0.00 0.42
H 1.45375 -2.78840 6.85734 0.00 0.00 0.00 0.41
H -0.39513 -3.95980 5.70584 0.00 0.00 0.00 0.42
H -2.02897 -3.66735 3.30277 0.00 0.00 0.00 0.23
H -0.06935 4.15341 0.25266 0.00 0.00 0.00 0.43
H -0.83828 6.45068 -0.27015 0.00 0.00 0.00 0.42
H -3.22666 6.98266 -0.42945 0.00 0.00 0.00 0.41
H -4.95470 5.24900 -0.07788 0.00 0.00 0.00 0.43
H -5.12024 2.40033 0.54991 0.00 0.00 0.00 0.25
N 1.78220 1.12158 0.95506 0.03 0.01 -0.04 -0.26
C 2.93056 1.14548 0.96244 0.02 0.02 -0.01 0.08
C 4.35787 1.16805 0.95211 -0.04 -0.02 -0.02 0.68
C 5.05904 0.82396 2.10912 0.02 -0.01 0.00 -0.43
C 6.44139 0.83276 2.07830 -0.01 0.00 0.00 -0.62
C 7.10783 1.17834 0.90881 0.01 0.00 0.00 -0.40
C 6.40316 1.51905 -0.23958 -0.01 0.00 0.00 -0.70
C 5.02064 1.51723 -0.22679 0.02 0.00 0.01 -0.34
H 4.52604 0.55557 3.01119 0.00 0.00 0.00 0.53
H 7.00103 0.57196 2.96557 0.00 0.00 0.00 0.43
H 8.18942 1.18404 0.89266 0.00 0.00 0.00 0.42
H 6.93282 1.78887 -1.14244 0.00 0.00 0.00 0.42
H 4.45803 1.78531 -1.11113 -0.01 0.00 0.00 0.50
O -0.36329 -0.01987 -1.42420 0.00 0.06 -0.06 -0.75
S 0.47641 0.23950 -2.66904 0.03 -0.01 0.08 0.22
C 0.77361 -1.40649 -3.31199 0.00 -0.01 -0.06 -0.86
C 1.66495 -2.22302 -2.40382 -0.06 -0.03 0.01 0.16
C 2.57680 -1.65180 -1.52427 0.06 0.02 -0.02 0.26
C 3.38936 -2.45321 -0.73338 0.00 0.02 0.01 -0.64
C 3.29884 -3.83388 -0.81624 -0.01 -0.01 -0.01 -0.68
C 2.39268 -4.41079 -1.69557 0.01 0.00 0.01 -0.58
C 1.57831 -3.60992 -2.48087 -0.03 0.01 0.05 -0.70
C -0.69769 0.86934 -3.92014 0.00 0.01 0.05 -1.42
C -2.07796 0.30942 -3.77209 -0.01 0.00 0.02 0.56
C -2.99002 0.95166 -2.93631 0.02 -0.01 0.02 -0.29
C -4.27372 0.44903 -2.78489 -0.01 -0.01 0.05 -0.47
C -4.65452 -0.70986 -3.45148 0.01 0.02 0.00 -0.64
C -3.75330 -1.34837 -4.29030 0.01 0.00 -0.01 -0.77
C -2.47365 -0.83537 -4.45575 0.00 -0.02 0.00 -0.33
H 1.21184 -1.28253 -4.30706 0.01 0.03 0.02 0.65
H -0.20790 -1.87331 -3.41321 0.00 -0.02 -0.04 0.35
H 2.67788 -0.57404 -1.46003 0.00 0.00 -0.01 0.34
H 4.10433 -1.99583 -0.06030 0.00 0.00 0.00 0.47
H 3.93655 -4.45919 -0.20620 0.00 0.00 0.00 0.43
H 2.32195 -5.48736 -1.77344 0.00 0.00 0.00 0.43
H 0.87413 -4.06843 -3.16544 0.00 0.00 0.00 0.44
H -0.24397 0.66034 -4.88997 0.01 -0.02 0.00 0.62
H -0.68892 1.94911 -3.77044 0.00 0.00 0.00 0.50
H -2.69770 1.86733 -2.43241 -0.01 0.00 0.02 0.36
H -4.99435 0.97895 -2.17322 0.02 0.00 0.00 0.51
H -5.66022 -1.09422 -3.34514 0.00 0.00 0.00 0.46
H -4.05409 -2.23125 -4.83797 0.00 0.00 0.00 0.44
H -1.79178 -1.31599 -5.14755 0.01 -0.01 0.00 0.53

=====

Record 3
131
Properties=species:S:1:pos:R:3:forces:R:3:mulliken_charge:R:1 method="wB97M-V/def2-TZVPD" orbital_gap_ev=4.694 charge=-1
C 3.84264 -1.57932 -6.08223 -0.02 -0.03 -0.01 -0.67
C 4.99815 -0.67274 -5.44218 -1.30 0.21 -0.16 0.78
O 5.81788 -1.50421 -4.53674 -0.59 1.59 1.91 -0.39
C 6.22817 -0.60628 -3.47656 2.60 2.64 -1.75 0.63
O 6.92009 0.37600 -3.85986 -2.42 -3.34 1.89 -0.55
C 5.90400 -0.83336 -1.93626 0.75 -0.47 -0.01 -0.56
C 4.81934 0.17111 -1.31215 -0.43 -0.06 -0.05 -0.65
C 3.39512 0.20230 -2.05629 -0.64 0.89 0.93 1.60
C 2.87534 1.73766 -2.12437 0.53 -0.62 -1.39 -0.75
P 3.28335 2.51901 -3.77744 -1.13 0.39 1.71 0.61
O 2.72723 4.16292 -3.67991 0.59 -2.00 0.19 -0.55
O 4.95183 2.63224 -4.08935 -2.20 0.27 0.38 -0.52
S 2.26831 1.73422 -5.28855 0.51 0.09 -0.51 -0.50
H 4.22995 -2.63358 -6.34080 -0.37 1.65 0.22 0.07
H 2.94438 -1.73594 -5.38888 1.47 0.46 -0.74 -0.01
H 3.42028 -1.06588 -7.01787 0.77 -0.76 1.31 0.36
H 5.61701 -0.13865 -6.23866 -0.58 -1.01 1.06 0.25
H 4.54329 0.13897 -4.78102 0.35 -1.10 -1.38 -0.67
H 6.89186 -0.63982 -1.37244 -1.35 -0.25 -1.09 0.35
H 5.67546 -1.94314 -1.76890 -0.09 1.59 -0.28 0.29
H 4.63641 -0.14972 -0.21756 0.43 0.38 -1.63 0.21
H 5.18055 1.26199 -1.25193 -0.22 -1.80 -0.38 0.40
H 3.37138 -0.33843 -3.06205 0.27 0.47 1.16 -0.56
H 2.64749 -0.34725 -1.36977 1.05 0.69 -1.25 -0.69
H 1.72353 1.75227 -2.04681 1.68 0.20 -0.54 -0.01
H 1.76936 4.04780 -3.49746 0.75 0.11 -0.20 0.31
H 5.12159 2.74958 -5.04650 -0.44 -0.20 0.63 0.32
C 0.36411 -4.99556 -2.43207 -0.37 -0.09 -0.14 -0.66
C 1.68248 -4.99395 -3.17627 0.31 -0.26 -0.02 -0.44
C 1.88622 -3.51722 -3.45470 -0.02 0.31 -0.07 -0.15
O 1.26241 -2.80425 -2.38132 -0.09 -0.38 -0.09 -0.34
C 0.46235 -3.71969 -1.61980 0.22 0.19 0.14 -0.03
H 0.20778 -5.88278 -1.81541 0.00 0.06 0.00 0.37
H -0.46515 -4.92321 -3.14438 0.02 -0.03 0.05 0.30
H 2.47828 -5.36396 -2.52160 -0.02 -0.01 -0.09 0.25
H 1.67691 -5.60131 -4.08315 0.08 0.03 0.06 0.24
H 1.39552 -3.21742 -4.38748 0.07 -0.04 -0.08 0.18
H 2.94250 -3.24370 -3.51330 -0.07 0.11 0.03 0.09
H 0.96979 -3.89423 -0.66667 -0.18 -0.03 0.01 0.11
H -0.51299 -3.27368 -1.41738 0.13 0.06 0.04 0.03
C -0.21027 -2.05903 3.27862 0.27 -0.11 0.31 -0.67
C -0.48097 -0.89628 2.34925 -0.22 0.37 -0.03 -0.04
C -0.13213 -1.48498 0.99794 0.25 0.06 -0.30 0.15
O -0.41728 -2.88836 1.06951 -0.15 0.02 0.53 -0.43
C -0.65204 -3.24243 2.43902 -0.23 -0.13 -0.18 -0.22
H -0.73718 -1.99235 4.23207 0.01 -0.05 -0.07 0.40
H 0.86322 -2.12716 3.48443 -0.07 0.00 0.01 0.25
H -1.54483 -0.63645 2.38066 0.05 0.02 0.00 0.25
H 0.09597 -0.00054 2.58506 -0.08 -0.04 0.00 -0.11
H 0.93461 -1.37148 0.77750 -0.03 0.12 -0.07 0.06
H -0.70520 -1.03416 0.18408 0.07 -0.09 -0.04 -0.01
H -1.72390 -3.43507 2.55613 0.03 -0.03 0.14 -0.01
H -0.10527 -4.15685 2.68197 -0.03 -0.01 -0.12 0.30
C 1.97324 4.20405 2.95505 0.18 0.30 0.27 -0.42
C 2.51851 3.21428 1.94834 -0.09 -0.03 -0.44 -0.61
C 2.36542 1.89913 2.68557 0.14 -0.22 0.15 -0.16
O 1.22429 2.03528 3.54780 0.15 0.20 -0.06 -0.47
C 0.84381 3.41810 3.59117 -0.37 -0.13 -0.07 0.02
H 1.64005 5.14352 2.51137 -0.05 -0.09 0.05 0.30
H 2.73939 4.43137 3.70499 -0.05 0.03 0.00 0.26
H 1.89230 3.21448 1.05099 0.18 -0.05 0.00 0.19
H 3.54687 3.41560 1.64562 -0.10 -0.07 -0.04 0.35
H 3.23809 1.69153 3.31505 0.06 -0.04 -0.06 0.27
H 2.21557 1.05471 2.00838 -0.04 0.02 0.06 0.06
H -0.08493 3.52797 3.02183 0.02 0.14 0.05 0.06
H 0.65556 3.71571 4.62590 -0.04 -0.11 0.00 0.11
C -1.20853 7.58288 5.55994 -0.07 0.45 0.01 -0.54
C -2.06819 6.35463 5.76063 -0.01 -0.33 0.32 -0.45
C -2.10324 5.76329 4.36508 -0.17 0.01 -0.45 -0.06
O -0.86192 6.11280 3.73482 -0.03 0.24 0.38 -0.40
C -0.19867 7.09673 4.53851 0.26 -0.26 -0.18 -0.52
H -0.74384 7.94901 6.47728 0.00 -0.02 -0.07 0.33
H -1.81095 8.39243 5.13428 0.06 -0.02 0.04 0.26
H -1.57073 5.66211 6.44784 -0.07 0.03 -0.01 0.29
H -3.06179 6.57263 6.15611 0.05 -0.03 -0.05 0.20
H -2.91370 6.19470 3.77107 -0.05 -0.12 0.11 0.02
H -2.21783 4.67678 4.37298 0.07 0.05 -0.10 0.32
H 0.65544 6.61203 5.02488 0.06 0.10 0.04 0.25
H 0.17431 7.90120 3.90063 0.00 -0.11 -0.05 0.29
C 4.33527 -7.91026 -7.40252 -0.30 -0.15 -0.32 -0.54
C 5.15897 -6.65559 -7.21290 0.43 0.09 -0.04 -0.53
C 4.46787 -6.00063 -6.03322 -0.22 0.28 0.19 -0.12
O 3.92488 -7.05925 -5.23056 0.10 -0.16 -0.34 -0.41
C 3.99557 -8.28320 -5.97245 0.06 -0.03 0.36 -0.47
H 4.86021 -8.70448 -7.93645 -0.04 0.03 0.05 0.35
H 3.41978 -7.67331 -7.95465 0.06 -0.05 0.02 0.26
H 6.18585 -6.92325 -6.94308 -0.05 0.06 -0.03 0.29
H 5.19431 -6.01483 -8.09545 -0.01 -0.01 0.09 0.32
H 3.63630 -5.36751 -6.36065 0.07 0.08 -0.03 0.10
H 5.14919 -5.39583 -5.43082 -0.12 -0.05 0.05 0.22
H 4.78278 -8.90087 -5.52580 -0.02 -0.10 -0.06 0.26
H 3.04598 -8.81729 -5.89182 0.02 0.07 0.09 0.28
C -5.52575 -4.46574 5.59499 -0.28 0.31 0.20 -0.49
C -5.42936 -5.09561 4.22310 -0.09 -0.41 -0.17 -0.58
C -4.16304 -4.46637 3.67612 0.21 0.25 -0.16 -0.39
O -3.30939 -4.20746 4.79963 -0.37 -0.10 0.06 -0.35
C -4.06857 -4.37699 6.00376 0.35 -0.11 0.07 -0.49
H -6.13170 -5.03773 6.29987 0.06 0.04 -0.02 0.32
H -5.95280 -3.46083 5.51287 0.02 -0.07 0.04 0.27
H -5.29692 -6.17820 4.32020 -0.03 0.06 -0.04 0.27
H -6.30195 -4.91393 3.59342 0.08 0.00 0.02 0.33
H -4.37361 -3.50887 3.18779 -0.04 -0.05 -0.09 0.28
H -3.64683 -5.11412 2.96404 0.07 0.09 0.08 0.30
H -3.73397 -5.30362 6.48313 -0.06 0.02 0.09 0.27
H -3.87260 -3.54360 6.68202 0.09 -0.02 -0.09 0.26
C -3.57288 -0.10809 -2.34931 0.08 -0.44 -0.01 -0.43
C -4.33996 0.78408 -1.39951 -0.40 0.23 0.00 -0.55
C -3.22392 1.42408 -0.59603 0.38 0.03 0.16 -0.06
O -2.08524 1.50975 -1.46144 -0.43 -0.22 0.01 -0.39
C -2.33873 0.72442 -2.63648 0.28 0.24 -0.20 -0.36
H -4.12895 -0.37129 -3.25087 0.06 0.02 0.03 0.38
H -3.28766 -1.03470 -1.83980 -0.01 0.03 -0.06 0.14
H -4.87924 1.55116 -1.96537 0.00 -0.04 0.06 0.27
H -5.06043 0.24872 -0.77802 0.05 0.04 0.00 0.34
H -2.94376 0.80513 0.26376 -0.11 0.01 0.08 -0.06
H -3.48809 2.42099 -0.23472 0.13 -0.01 -0.02 0.23
H -2.51094 1.41596 -3.46833 0.02 -0.09 -0.07 0.34
H -1.46463 0.11236 -2.86823 0.04 0.15 0.08 0.18
C -7.31528 6.88238 2.81250 -0.35 -0.21 -0.20 -0.55
C -7.03179 7.42039 4.19738 0.04 0.43 0.19 -0.65
C -6.05046 6.39846 4.73755 0.12 -0.33 0.09 -0.18
O -5.31766 5.89208 3.61411 -0.40 0.21 0.03 -0.32
C -5.96450 6.32465 2.40905 0.35 0.02 -0.15 -0.45
H -7.69024 7.63485 2.11678 0.05 -0.06 0.03 0.34
H -8.05117 6.07369 2.87178 0.04 0.06 -0.04 0.25
H -6.54816 8.39991 4.12287 -0.04 -0.05 0.04 0.28
H -7.92241 7.52619 4.81924 0.07 -0.02 -0.02 0.36
H -6.57085 5.55598 5.20573 -0.02 0.06 0.09 0.25
H -5.35696 6.82700 5.46498 0.04 -0.08 -0.07 0.12
H -5.33725 7.09688 1.95070 -0.06 -0.01 -0.09 0.27
H -6.04678 5.48576 1.71486 0.10 0.00 0.09 0.31

=====

Record 4
8
Properties=species:S:1:pos:R:3:forces:R:3:mulliken_charge:R:1 method="wB97M-V/def2-TZVPD" smiles="O=Cc1nnno1" relative_energy_ev=4.052 orbital_gap_ev=10.116
O 2.30267 -0.61779 -0.09744 -2.48 1.84 0.81 -0.42
C 1.42971 0.24241 0.08926 4.52 -0.43 -1.37 -0.04
C -0.00989 -0.05334 0.02251 -0.27 -1.15 -0.75 0.68
N -0.82194 0.90239 -0.11203 -1.92 1.61 1.02 -0.27
N -2.10456 0.30896 -0.02679 1.11 0.83 -0.66 -0.16
N -2.01316 -0.90304 0.01127 0.66 -1.22 -0.16 0.06
O -0.59709 -1.25739 -0.02605 -0.07 0.71 0.91 -0.16
H 1.81426 1.37781 0.13927 -1.55 -2.19 0.21 0.32